(1)
Here is a structure of composition C29H25ClPRuS from the OMol25 dataset. Energies are from ωB97M-V/def2-TZVPD.

Properties
Gap between HOMO and LUMO (alpha / beta): 5.052 / 3.607 eV
<S²>: 8.81
HOMO (alpha / beta): -5.52 / -6.19 eV
Multiplicity: 6
Total energy: -2414.49912 hartree

Each line ends with the Löwdin charge.
Cartesian coordinates (Å):
C1 -2.259 -1.419 2.351  -0.2600
C2 -1.114 -0.587 2.552  -0.1668
C3 -1.481 0.747 2.299  -0.1853
H1 -0.133 -0.880 2.963  0.0814
C4 -2.857 0.771 1.933  -0.2489
C5 -3.394 -0.544 2.145  -0.3061
H2 -4.444 -0.849 2.092  0.0980
H3 -2.284 -2.470 2.622  0.0873
H4 -0.833 1.619 2.457  0.0803
H5 -3.401 1.690 1.747  0.0834
Ru1 -2.868 -1.004 0.097  0.8094
Cl1 -2.436 0.741 -1.167  -0.0807
P1 1.700 0.975 -0.383  1.2262
C6 1.372 2.525 0.332  -0.3620
C7 2.439 3.081 1.071  -0.0849
H6 3.284 2.451 1.328  0.1050
C8 2.381 4.414 1.450  -0.0719
H7 3.222 4.852 1.967  0.1064
C9 1.262 5.184 1.150  -0.0587
H8 1.248 6.245 1.395  0.1117
C10 0.152 4.600 0.532  -0.0559
H9 -0.735 5.198 0.351  0.1136
C11 0.177 3.266 0.142  -0.0536
H10 -0.686 2.754 -0.285  0.0618
C12 2.598 -0.167 0.568  -0.3381
C13 2.558 -0.170 1.985  -0.0790
H11 1.803 0.419 2.502  0.1056
C14 3.451 -0.964 2.693  -0.0619
H12 3.470 -0.920 3.777  0.1123
C15 4.333 -1.816 2.023  -0.0583
H13 5.067 -2.398 2.584  0.1134
C16 4.269 -1.923 0.633  -0.0664
H14 4.921 -2.616 0.116  0.1098
C17 3.382 -1.144 -0.095  -0.0580
H15 3.255 -1.277 -1.165  0.1099
C18 1.708 0.873 -2.121  -0.3487
C19 2.562 1.852 -2.689  -0.0768
H16 2.959 2.634 -2.044  0.1069
C20 2.865 1.777 -4.040  -0.0734
H17 3.559 2.493 -4.450  0.1059
C21 2.299 0.796 -4.844  -0.0594
H18 2.572 0.733 -5.888  0.1096
C22 1.382 -0.103 -4.305  -0.0552
H19 0.919 -0.839 -4.949  0.1133
C23 1.057 -0.080 -2.951  -0.0415
H20 0.314 -0.735 -2.502  0.0714
S1 -1.153 -2.631 -0.544  0.4873
C24 -2.829 -3.023 -0.568  -0.9025
C25 -3.766 -2.312 -1.432  -0.2856
C26 -5.138 -2.667 -1.320  -0.1135
C27 -5.548 -3.608 -0.402  -0.1281
C28 -4.632 -4.297 0.409  -0.1121
C29 -3.291 -4.026 0.345  -0.1592
H21 -3.376 -1.629 -2.213  0.0622
H22 -5.845 -2.165 -1.974  0.1004
H23 -6.594 -3.851 -0.296  0.0893
H24 -4.953 -5.068 1.103  0.0983
H25 -2.492 -4.509 0.914  0.0925

***

(2)
Here is a structure of composition C29H25F3N2O4S5V from the OMol25 dataset. Energies are from ωB97M-V/def2-TZVPD.

Properties
Gap between HOMO and LUMO (alpha / beta): 6.618 / 6.638 eV
<S²>: 0.79
HOMO (alpha / beta): -8.04 / -8.07 eV
Multiplicity: 2
ΔE to the lowest compared entry with this formula, charge and spin: 0.1118 eV
Total energy: -4765.07531 hartree

Each line ends with the Löwdin charge.
Cartesian coordinates (Å):
V1 -0.996 -0.875 -1.512  0.5767
S1 -0.991 -3.002 -2.408  0.7585
C1 -2.639 -3.521 -2.266  -0.6922
C2 -2.943 -4.828 -2.776  -0.2665
N1 -3.162 -5.872 -3.202  0.1725
C3 -3.597 -2.752 -1.703  -0.6765
S2 -3.275 -1.145 -1.126  0.7826
C4 -4.942 -3.229 -1.556  -0.2676
N2 -6.030 -3.580 -1.434  0.1700
C5 1.818 -1.270 4.028  -0.5589
C6 2.656 -0.170 3.377  -0.5278
S3 2.263 0.139 1.634  0.8668
C7 3.764 -0.399 0.786  -0.5511
C8 4.050 -1.895 0.817  -0.5302
S4 2.755 -2.848 -0.022  0.8611
C9 2.302 -4.087 1.214  -0.5370
C10 1.446 -3.585 2.374  -0.5149
S5 2.407 -2.966 3.795  0.8722
H1 0.779 -1.213 3.698  0.0606
H2 1.818 -1.119 5.110  0.0644
H3 3.719 -0.402 3.457  0.0740
H4 2.493 0.768 3.912  0.0627
H5 4.619 0.156 1.179  0.0789
H6 3.615 -0.064 -0.242  0.0479
H7 4.126 -2.250 1.843  0.0341
H8 5.009 -2.082 0.329  0.0728
H9 3.202 -4.589 1.573  0.0721
H10 1.733 -4.825 0.645  0.0727
H11 0.831 -4.407 2.743  0.0700
H12 0.782 -2.792 2.038  0.0413
C11 -0.554 3.353 -7.918  -0.0632
O1 -1.172 2.920 -6.713  -0.0542
C12 -0.472 2.134 -5.879  -0.2587
C13 0.881 1.796 -6.084  -0.0055
C14 1.503 0.990 -5.168  -0.0048
C15 0.835 0.486 -4.038  -0.0923
C16 1.525 -0.291 -3.050  -0.3153
C17 2.981 -0.624 -3.190  0.0141
O2 0.955 -0.701 -2.016  -0.1039
C18 -0.529 0.831 -3.854  -0.2707
O3 -1.239 0.386 -2.834  -0.1870
C19 -1.159 1.660 -4.775  0.0904
H13 -1.321 3.890 -8.466  0.0954
H14 -0.212 2.504 -8.512  0.0978
H15 0.282 4.024 -7.713  0.0968
H16 1.428 2.164 -6.938  0.1048
H17 2.544 0.740 -5.320  0.1151
H18 3.193 -1.031 -4.178  0.0966
H19 3.246 -1.359 -2.434  0.0561
H20 3.586 0.275 -3.062  0.1060
H21 -2.199 1.915 -4.633  0.1422
O4 -0.499 -1.630 0.411  -0.0724
C20 -1.056 -0.535 0.437  -0.4398
F1 -2.384 4.090 7.976  0.1413
C21 -3.163 4.254 6.898  -0.5872
F2 -4.430 4.006 7.275  0.1472
F3 -3.107 5.554 6.556  0.1458
C22 -2.751 3.370 5.752  -0.1098
C23 -3.507 3.410 4.587  0.0050
C24 -3.156 2.616 3.513  0.0036
C25 -2.048 1.771 3.608  -0.2134
C26 -1.298 1.733 4.783  0.0019
C27 -1.648 2.538 5.854  0.0085
C28 -1.682 0.939 2.504  0.0750
C29 -1.368 0.237 1.578  0.0507
H22 -4.367 4.063 4.522  0.1304
H23 -3.733 2.638 2.599  0.1267
H24 -0.446 1.071 4.848  0.1139
H25 -1.070 2.514 6.767  0.1236

***

| no. | largest force on an atom (eV/A) |
| --- | --- |
| 1 | 3.25 |
| 2 | 0.53 |